Entry 1:
Computed, not measured: a molecular structure, C47H48As2N4ReSi, with wB97M-V/def2-TZVPD.

As for the expectation value of S²: 3.800. As for the LUMO energy (spin up / spin down): -6.135 / -6.419 eV. The value obtained for the HOMO-LUMO gap (spin up / spin down) is 0.275 / 0.244 hartree.

```
! RIJCOSX wB97M-V def2-TZVPD def2/J DEFGRID3
* xyz 2 4
Re -0.497 0.296 -0.124
C 0.116 3.498 -4.623
C -0.543 2.421 -5.205
C -0.778 1.268 -4.473
C -0.349 1.196 -3.155
C 0.304 2.259 -2.573
C 0.541 3.415 -3.307
N -0.588 -0.050 -2.379
C -2.044 -0.327 -2.407
C -2.651 -1.261 -3.233
C -4.036 -1.350 -3.260
C -4.828 -0.518 -2.475
C -4.232 0.397 -1.627
C -2.849 0.466 -1.593
N -2.133 1.344 -0.701
N -2.705 2.422 -0.422
C -1.929 3.306 0.359
C -2.592 4.397 0.898
C -1.851 5.334 1.591
C -0.481 5.150 1.696
C 0.090 4.020 1.132
N -0.616 3.092 0.477
H 0.295 4.398 -5.196
H -0.879 2.479 -6.231
H -1.309 0.444 -4.932
H 0.673 2.195 -1.555
H 1.064 4.244 -2.848
H -2.065 -1.915 -3.858
H -4.502 -2.076 -3.914
H -5.906 -0.593 -2.516
H -4.811 1.041 -0.980
H -3.659 4.492 0.754
H -2.328 6.203 2.022
H 0.146 5.877 2.193
H 1.156 3.860 1.199
C -0.656 -1.160 3.241
C -0.987 -2.185 2.166
As 0.308 -2.034 0.687
C -0.282 -3.484 -0.439
C 0.579 -4.479 -0.887
C 0.094 -5.491 -1.707
C -1.245 -5.514 -2.069
C -2.107 -4.524 -1.614
C -1.627 -3.508 -0.801
C 1.897 -2.661 1.569
C 1.836 -3.892 2.224
C 2.927 -4.331 2.958
C 4.070 -3.546 3.044
C 4.129 -2.326 2.388
C 3.043 -1.881 1.646
As -0.451 0.605 2.412
C -1.674 1.731 3.369
C -3.026 1.402 3.295
C -3.962 2.185 3.952
C -3.547 3.299 4.675
C -2.201 3.629 4.735
C -1.257 2.850 4.076
C 1.329 1.143 2.914
C 2.256 1.499 1.938
C 3.560 1.817 2.288
C 3.941 1.781 3.624
C 3.023 1.426 4.603
C 1.719 1.108 4.251
H 0.288 -1.394 3.734
H -1.433 -1.102 4.001
H -1.981 -2.007 1.749
H -0.967 -3.207 2.544
H 1.626 -4.467 -0.612
H 0.765 -6.263 -2.059
H -1.620 -6.309 -2.699
H -3.153 -4.545 -1.890
H -2.309 -2.736 -0.458
H 0.950 -4.512 2.162
H 2.884 -5.288 3.461
H 4.919 -3.892 3.619
H 5.023 -1.718 2.445
H 3.105 -0.939 1.124
H -3.355 0.532 2.734
H -5.011 1.926 3.907
H -4.276 3.906 5.193
H -1.880 4.493 5.303
H -0.208 3.114 4.127
H 1.971 1.514 0.889
H 4.280 2.084 1.525
H 4.957 2.031 3.902
H 3.323 1.393 5.642
H 1.012 0.821 5.021
C 2.750 0.627 -3.818
Si 2.141 -1.020 -3.234
C 3.004 -1.442 -1.641
C 2.416 -2.349 -4.494
C 0.238 -1.150 -2.990
H 3.803 0.520 -4.096
H 2.690 1.386 -3.038
H 2.212 0.994 -4.694
H 4.077 -1.573 -1.801
H 2.625 -2.374 -1.216
H 2.882 -0.643 -0.904
H 3.480 -2.567 -4.609
H 2.030 -2.058 -5.474
H 1.919 -3.277 -4.197
H 0.043 -2.058 -2.423
H -0.130 -1.331 -4.002
*
```

Entry 2:
Computed, not measured: a molecular structure, C34H45BaI2N3OSb2Si, with wB97M-V/def2-TZVPD.

As for the LUMO energy: 0.044 eV. The value obtained for the HOMO-LUMO gap is 0.259 hartree.

```
! RIJCOSX wB97M-V def2-TZVPD def2/J DEFGRID3
* xyz 0 1
Ba 0.582 -0.525 0.631
I -0.822 -0.390 8.263
C -1.005 -0.711 6.201
C -0.687 -1.946 5.661
C -0.769 -2.129 4.293
I -0.128 -3.929 3.458
C -1.162 -1.106 3.406
O -1.190 -1.259 2.127
C -1.428 0.160 3.997
C -1.670 1.329 3.087
N -0.448 1.763 2.375
C 0.566 2.333 3.255
C 1.440 1.299 3.929
C 1.825 1.464 5.253
C 2.646 0.519 5.844
C 3.058 -0.568 5.092
C 2.627 -0.654 3.779
N 1.840 0.254 3.206
C -1.371 0.335 5.366
H -0.361 -2.756 6.298
H -2.074 2.158 3.686
H -2.404 1.067 2.322
H -0.726 2.471 1.706
H 0.121 2.970 4.032
H 1.217 2.974 2.652
H 1.462 2.311 5.820
H 2.940 0.621 6.879
H 3.685 -1.341 5.511
H 2.904 -1.506 3.169
H -1.580 1.312 5.786
C -2.882 3.271 -0.712
Sb -1.326 1.938 -1.391
C -0.080 3.535 -2.077
C -2.256 1.480 -3.303
C -3.536 0.707 -3.244
C -4.724 1.408 -3.034
C -5.951 0.774 -2.984
C -6.016 -0.601 -3.154
C -4.850 -1.312 -3.367
C -3.604 -0.687 -3.411
C -2.383 -1.532 -3.571
Sb -1.589 -1.885 -1.593
C -3.186 -3.088 -0.839
C -0.223 -3.482 -2.035
H -3.754 2.720 -0.368
H -3.176 3.953 -1.509
H -2.491 3.857 0.118
H -0.592 4.113 -2.845
H 0.857 3.155 -2.468
H 0.120 4.188 -1.229
H -1.497 0.994 -3.906
H -2.456 2.457 -3.749
H -4.679 2.484 -2.928
H -6.852 1.351 -2.826
H -6.968 -1.114 -3.126
H -4.897 -2.386 -3.504
H -1.617 -1.057 -4.179
H -2.623 -2.495 -4.023
H -3.348 -3.970 -1.459
H -4.097 -2.496 -0.806
H -2.927 -3.391 0.173
H -0.689 -4.226 -2.681
H 0.070 -3.965 -1.103
H 0.664 -3.073 -2.512
C 3.151 -2.852 0.236
Si 3.768 -1.336 -0.736
C 4.926 -1.954 -2.083
C 4.806 -0.314 0.485
N 2.393 -0.558 -1.337
C 2.362 0.344 -2.365
C 3.329 1.356 -2.544
C 3.306 2.206 -3.632
C 2.316 2.101 -4.603
C 1.334 1.133 -4.438
C 1.347 0.285 -3.343
H 3.932 -3.196 0.916
H 3.005 -3.651 -0.495
H 2.230 -2.859 0.833
H 5.731 -2.568 -1.678
H 5.381 -1.110 -2.599
H 4.387 -2.547 -2.819
H 5.444 -0.941 1.111
H 4.165 0.272 1.150
H 5.458 0.388 -0.036
H 4.126 1.440 -1.816
H 4.082 2.956 -3.734
H 2.309 2.759 -5.460
H 0.563 1.024 -5.192
H 0.618 -0.517 -3.261
*
```

Entry 3:
Computed, not measured: 2 unconnected molecules or ions with the total composition C3H8OSi in a non-equilibrium geometry, with wB97M-V/def2-TZVPD.

As for the LUMO energy (spin up / spin down): -0.007 / -0.035 eV. The value obtained for the HOMO-LUMO gap (spin up / spin down) is 0.305 / 0.255 hartree.

```
! RIJCOSX wB97M-V def2-TZVPD def2/J DEFGRID3
* xyz 0 1
C -0.694 3.387 0.063
C -1.322 -0.585 0.767
C 1.753 -0.623 -0.365
O 0.130 4.112 0.524
Si -0.032 0.007 -0.416
H -1.671 3.789 -0.435
H -1.398 0.220 1.514
H -2.208 -0.477 0.055
H -0.951 -1.518 1.233
H 2.528 -0.313 0.265
H 1.609 -1.668 -0.183
H 2.166 -0.695 -1.363
H -0.390 -0.344 -1.752
*
```

Entry 4:
Computed, not measured: 9 unconnected molecules or ions with the total composition C9H36O9 in a non-equilibrium geometry, with wB97M-V/def2-TZVPD.

The structure (SMILES) is CO.CO.CO.CO.CO.CO.CO.CO.CO. As for the LUMO energy: 0.212 eV. The value obtained for the HOMO-LUMO gap is 0.378 hartree.

```
! RIJCOSX wB97M-V def2-TZVPD def2/J DEFGRID3
* xyz 0 1
C -2.527 -5.947 -2.009
O -2.236 -6.801 -0.915
H -2.104 -4.977 -1.749
H -2.056 -6.310 -2.922
H -3.612 -5.856 -2.076
H -2.800 -6.551 -0.179
C -3.879 -1.824 -6.780
O -4.996 -2.717 -6.654
H -3.683 -1.179 -5.923
H -2.933 -2.329 -6.979
H -3.987 -1.225 -7.685
H -5.768 -2.164 -6.791
C 2.822 7.132 3.570
O 3.787 6.384 2.937
H 2.923 8.157 3.212
H 1.810 6.744 3.454
H 3.051 7.219 4.632
H 3.855 6.605 2.005
C 6.223 2.371 6.560
O 6.738 2.402 5.233
H 5.308 1.779 6.594
H 6.926 2.111 7.351
H 5.855 3.380 6.745
H 6.270 3.137 4.829
C -6.704 -0.383 -1.180
O -5.550 0.361 -0.838
H -6.502 -1.449 -1.292
H -7.529 -0.374 -0.468
H -7.039 -0.038 -2.158
H -5.845 1.263 -0.690
C 3.388 6.459 -3.567
O 4.174 7.032 -2.584
H 3.865 6.450 -4.547
H 3.241 5.399 -3.360
H 2.372 6.844 -3.663
H 4.308 7.957 -2.805
C -3.323 -3.963 3.952
O -4.075 -5.140 3.858
H -2.280 -4.079 3.660
H -3.812 -3.238 3.301
H -3.330 -3.624 4.988
H -5.002 -4.952 4.023
C 3.545 -5.073 -0.996
O 3.669 -3.851 -1.674
H 3.113 -5.860 -1.614
H 4.488 -5.295 -0.496
H 2.858 -4.956 -0.157
H 2.959 -3.307 -1.325
C 0.965 0.825 0.735
O 0.377 0.080 -0.322
H 0.461 0.654 1.687
H 2.037 0.644 0.805
H 0.755 1.871 0.513
H -0.572 0.205 -0.244
*
```

Short version: energy above the lowest of the compared OMol25 structures with the same formula, charge and spin = 0.00; 30.78; 425.24; 651.38 kJ/mol, in the order given.